{
  "formula": "C50H40Cl3KN6S5Si",
  "method": "ωB97M-V/def2-TZVPD",
  "elements": ["K", "N", "S", "N", "S", "N", "S", "N", "C", "C", "C", "C", "C", "C", "C", "C", "C", "C", "C", "C", "C", "C", "C", "C", "C", "C", "C", "C", "C", "C", "C", "C", "C", "C", "C", "C", "C", "C", "C", "C", "C", "C", "C", "C", "H", "H", "H", "H", "H", "H", "H", "H", "H", "H", "H", "H", "H", "H", "H", "H", "H", "H", "H", "H", "H", "H", "H", "H", "H", "H", "H", "H", "H", "H", "S", "C", "N", "C", "C", "C", "C", "C", "C", "H", "H", "H", "H", "H", "Cl", "Si", "Cl", "Cl", "S", "C", "N", "C", "C", "C", "C", "C", "C", "H", "H", "H", "H", "H"],
  "coordinates": [[1.029, -1.006, -1.623], [1.451, -0.193, 0.680], [0.795, 0.581, 1.704], [0.022, 2.019, 1.315], [-1.448, 2.434, 1.156], [-2.510, 1.756, 0.268], [-2.056, 0.970, -1.152], [-1.067, -0.065, -1.010], [-1.601, 2.357, -2.173], [-2.508, 3.108, -2.900], [-2.042, 4.179, -3.646], [-0.689, 4.489, -3.658], [0.209, 3.725, -2.928], [-0.243, 2.648, -2.182], [-3.709, 0.542, -1.669], [-3.789, -0.630, -2.405], [-5.033, -1.069, -2.841], [-6.170, -0.344, -2.537], [-6.080, 0.825, -1.786], [-4.847, 1.273, -1.346], [-2.296, 2.504, 2.718], [-3.285, 1.575, 2.999], [-3.875, 1.591, 4.254], [-3.486, 2.526, 5.200], [-2.504, 3.462, 4.898], [-1.903, 3.455, 3.650], [-1.272, 4.139, 0.682], [-2.399, 4.767, 0.167], [-2.303, 6.088, -0.237], [-1.096, 6.764, -0.124], [0.020, 6.122, 0.391], [-0.059, 4.798, 0.796], [1.909, 1.276, 2.930], [3.153, 0.663, 2.970], [4.105, 1.117, 3.873], [3.812, 2.174, 4.720], [2.566, 2.788, 4.663], [1.612, 2.342, 3.763], [-0.407, -0.286, 2.697], [-1.248, -1.118, 1.968], [-2.199, -1.867, 2.644], [-2.294, -1.792, 4.029], [-1.431, -0.971, 4.742], [-0.478, -0.213, 4.078], [-3.557, 2.844, -2.921], [-2.735, 4.763, -4.238], [-0.331, 5.316, -4.257], [1.266, 3.953, -2.954], [0.444, 2.034, -1.618], [-2.887, -1.179, -2.638], [-5.103, -1.976, -3.426], [-7.137, -0.687, -2.882], [-6.974, 1.383, -1.541], [-4.769, 2.166, -0.742], [-3.578, 0.857, 2.247], [-4.642, 0.865, 4.485], [-3.954, 2.533, 6.175], [-2.213, 4.202, 5.630], [-1.152, 4.195, 3.401], [-3.327, 4.223, 0.067], [-3.169, 6.585, -0.652], [-1.024, 7.793, -0.449], [0.963, 6.647, 0.469], [0.806, 4.270, 1.174], [3.365, -0.143, 2.279], [5.078, 0.645, 3.906], [4.556, 2.526, 5.422], [2.342, 3.620, 5.318], [0.643, 2.818, 3.711], [-1.154, -1.158, 0.888], [-2.861, -2.516, 2.085], [-3.033, -2.384, 4.553], [-1.492, -0.924, 5.821], [0.206, 0.409, 4.642], [3.299, -4.106, 2.659], [2.511, -3.067, 1.519], [2.993, -3.040, 0.328], [4.094, -3.879, 0.241], [4.857, -4.065, -0.915], [5.921, -4.934, -0.867], [6.237, -5.621, 0.317], [5.497, -5.442, 1.465], [4.418, -4.558, 1.416], [1.656, -2.469, 1.808], [4.594, -3.538, -1.823], [6.521, -5.101, -1.751], [7.076, -6.303, 0.329], [5.747, -5.973, 2.373], [-1.660, 0.315, -4.947], [-0.314, -1.428, -4.713], [1.601, -0.238, -4.233], [0.149, -1.701, -6.826], [2.504, -6.946, -2.116], [1.861, -5.415, -1.640], [1.760, -4.509, -2.545], [2.231, -5.003, -3.756], [2.279, -4.273, -4.945], [2.763, -4.891, -6.076], [3.210, -6.221, -6.034], [3.181, -6.949, -4.865], [2.684, -6.324, -3.720], [1.550, -5.256, -0.617], [1.943, -3.244, -4.972], [2.792, -4.345, -7.009], [3.587, -6.683, -6.937], [3.529, -7.972, -4.839]],
  "mulliken_charge": [1.12, -0.91, 1.64, 0.06, 1.43, -0.14, 1.50, -0.71, 0.74, -0.58, -0.86, -0.70, -0.71, -0.23, 0.19, -0.53, -0.90, -0.55, -0.83, -0.07, 0.75, -0.44, -0.75, -0.57, -0.76, -0.92, 0.11, -0.45, -0.77, -0.60, -0.83, -0.12, -0.12, -0.85, -0.77, -0.63, -0.73, -0.10, 0.43, -0.03, -0.72, -0.71, -0.80, -0.35, 0.44, 0.47, 0.42, 0.52, 0.18, 0.45, 0.45, 0.40, 0.45, 0.29, 0.57, 0.45, 0.41, 0.45, 0.36, 0.21, 0.46, 0.41, 0.47, 0.49, 0.60, 0.44, 0.40, 0.45, 0.53, 0.25, 0.52, 0.40, 0.44, 0.47, -0.30, -0.09, 0.18, -0.52, -0.46, -0.63, -0.48, -0.51, 0.97, 0.24, 0.47, 0.41, 0.39, 0.40, -0.33, 0.06, -0.50, -0.33, -0.26, -0.22, -0.08, -0.45, -0.23, -0.71, -0.39, -0.60, 0.90, 0.49, 0.28, 0.44, 0.37, 0.39],
  "gap_ev": 6.75,
  "relative_energy_ev": 0.325,
  "max_force_ev_per_a": 1.606,
  "homo_ev": -6.9,
  "spin_multiplicity": 1,
  "charge": 0
}